1.
112
Properties=species:S:1:pos:R:3:forces:R:3 method="wB97M-V/def2-TZVPD" gap_ev=8.8 charge=-1 molar_mass_da=1303.9 fmax_ev_per_a=4.936 spin_multiplicity=1
O 13.539 -11.832 -4.429 -1.786 -0.465 -2.853
C 12.947 -11.806 -5.521 1.788 0.915 2.338
O 12.251 -12.733 -6.120 -0.604 -1.047 0.174
B 11.662 -12.224 -7.375 -0.297 1.334 -0.021
O 12.325 -10.915 -7.579 0.100 0.577 0.639
C 12.945 -10.583 -6.465 0.700 1.409 0.884
O 13.435 -9.515 -6.152 -0.542 -1.070 -0.821
O 10.163 -11.996 -7.312 -0.057 -2.275 -2.409
C 9.608 -12.675 -8.422 -0.158 1.169 0.900
O 8.432 -12.666 -8.760 2.963 -0.209 0.877
C 10.878 -13.325 -9.211 -1.169 -0.163 -1.703
O 12.001 -12.992 -8.559 -1.703 -1.384 -0.793
O 10.746 -13.896 -10.296 0.771 1.204 2.783
C 12.767 -20.800 -4.682 -0.198 0.432 0.804
C 12.642 -19.350 -4.188 0.127 1.359 -1.077
O 11.416 -19.161 -3.478 -1.454 -2.297 0.807
S 10.495 -20.603 -3.494 -0.317 1.030 -0.643
O 9.539 -20.483 -4.633 2.937 -0.676 2.886
O 9.970 -20.981 -2.176 1.559 0.909 -2.897
O 11.884 -21.498 -3.795 -2.285 -0.048 -0.005
H 13.755 -21.198 -4.454 -0.103 0.020 -0.177
H 12.527 -20.943 -5.736 -0.245 -0.035 0.141
H 12.552 -18.598 -4.971 0.292 -0.385 -0.514
H 13.519 -19.029 -3.625 -0.338 -0.285 0.678
C 19.298 -4.800 -3.730 -0.498 -2.586 1.651
C 18.800 -4.730 -2.244 0.005 -2.176 -0.392
O 19.227 -3.538 -1.704 1.452 3.099 -0.254
S 20.722 -3.197 -2.362 -0.437 1.026 0.655
O 21.684 -4.025 -1.667 -1.061 0.959 -1.113
O 20.982 -1.756 -2.517 -1.041 -3.611 0.262
O 20.290 -3.853 -3.772 1.778 2.616 -0.830
H 18.490 -4.831 -4.462 0.129 1.490 -0.200
H 19.800 -5.744 -3.939 -0.094 -0.351 0.420
H 19.319 -5.453 -1.615 -0.373 -0.827 -0.399
H 17.720 -4.859 -2.179 0.129 0.356 0.196
C 3.658 -19.449 -9.764 -1.212 1.895 0.464
C 4.523 -18.368 -9.160 0.171 0.061 1.294
O 5.758 -18.460 -9.854 1.173 0.460 -2.054
S 5.822 -19.689 -10.920 -0.105 0.241 -0.466
O 7.088 -20.400 -10.693 -3.233 1.529 -0.884
O 5.346 -19.297 -12.299 1.491 -1.303 4.522
O 4.596 -20.417 -10.039 1.389 -1.987 -2.153
H 3.129 -19.067 -10.637 0.187 -0.196 -0.428
H 2.871 -19.759 -9.077 0.421 -0.547 0.119
H 4.820 -18.626 -8.144 -0.367 -0.123 0.209
H 4.120 -17.356 -9.112 0.097 -0.026 -0.637
C 5.490 -14.435 -16.565 2.334 -1.009 -1.192
C 5.942 -15.469 -17.639 -1.050 -1.148 0.659
O 5.995 -14.832 -18.896 -1.771 2.057 -0.356
S 4.837 -13.620 -18.933 2.613 1.623 0.789
O 3.596 -13.931 -19.546 0.248 -0.669 0.404
O 5.547 -12.437 -19.405 -1.212 -1.996 1.163
O 4.614 -13.605 -17.249 -0.867 0.898 -2.358
H 6.443 -13.954 -16.347 -0.333 0.730 0.705
H 5.016 -14.875 -15.687 0.034 0.054 -0.226
H 5.151 -16.216 -17.705 0.272 -0.527 0.072
H 6.935 -15.898 -17.504 -0.260 -0.024 0.361
C 12.411 -7.557 1.187 -0.940 0.256 1.554
C 12.050 -8.890 1.868 0.747 0.107 -1.383
O 13.214 -9.187 2.633 1.605 0.152 1.725
S 14.061 -7.862 3.195 0.948 1.242 -1.288
O 15.478 -7.859 2.712 -4.144 -0.618 1.420
O 13.812 -7.491 4.604 0.175 -1.250 -3.528
O 13.161 -6.902 2.173 2.579 0.738 2.457
H 11.590 -6.841 1.221 -0.472 -0.540 -1.357
H 12.976 -7.674 0.262 -0.240 0.066 -0.012
H 12.057 -9.616 1.055 -0.403 -0.405 0.407
H 11.145 -8.927 2.473 0.150 0.234 -0.032
C 2.273 -8.969 -11.022 2.392 -0.802 -0.378
C 1.634 -9.683 -12.242 -2.617 1.362 2.066
O 0.564 -8.736 -12.502 -2.441 0.645 -0.702
S 0.406 -7.476 -11.493 -0.445 -0.146 -0.273
O -0.441 -7.801 -10.313 2.495 0.679 -2.976
O 0.145 -6.262 -12.265 0.606 -2.537 1.732
O 2.008 -7.631 -11.228 -0.872 3.252 0.314
H 3.342 -9.125 -11.164 0.186 0.342 0.491
H 2.039 -9.058 -9.961 -0.529 -1.732 -0.251
H 1.070 -10.549 -11.896 0.758 -0.595 -0.598
H 2.161 -9.699 -13.196 0.480 -0.463 0.584
C 11.931 -9.741 -15.131 2.295 -0.430 -0.844
C 13.146 -10.654 -15.469 -0.652 -1.320 1.471
O 14.198 -9.868 -16.024 0.412 0.365 0.823
S 13.672 -8.463 -16.534 1.270 1.836 1.039
O 14.179 -8.369 -17.910 -2.130 0.110 2.695
O 13.984 -7.345 -15.576 -1.183 -3.444 -2.845
O 12.103 -8.957 -16.308 -0.424 2.776 -1.978
H 12.020 -9.113 -14.245 0.204 -0.146 0.060
H 10.980 -10.273 -15.124 0.138 0.163 -0.415
H 12.877 -11.360 -16.255 -0.277 -0.034 0.154
H 13.496 -11.202 -14.594 0.351 0.117 -0.131
C 21.121 -12.722 -0.334 -0.844 -2.030 -1.233
C 20.481 -11.768 0.602 -1.354 0.390 0.195
O 21.523 -11.280 1.386 2.125 1.604 1.406
S 22.987 -11.552 0.732 2.368 0.028 -0.042
O 24.105 -11.815 1.621 -2.792 -0.389 -0.127
O 23.377 -10.558 -0.245 -1.975 -1.091 0.269
O 22.427 -12.964 0.147 1.431 1.071 -0.547
H 21.039 -12.414 -1.376 0.658 0.150 -0.007
H 20.619 -13.687 -0.253 0.062 -0.025 -0.201
H 19.765 -12.294 1.234 0.149 0.228 0.307
H 19.953 -10.957 0.101 0.159 0.067 -0.024
C 5.761 -14.493 -2.493 0.052 0.550 -0.313
C 4.322 -14.381 -2.080 -0.064 -1.680 -0.059
O 3.790 -13.258 -2.733 1.063 1.641 0.177
S 5.007 -12.090 -2.863 0.420 -1.137 0.121
O 5.007 -11.069 -1.863 -0.350 -1.114 0.004
O 5.018 -11.674 -4.217 -0.042 -0.406 -0.048
O 6.236 -13.152 -2.533 -0.716 1.779 0.362
H 5.880 -14.817 -3.527 -0.138 -0.738 0.201
H 6.287 -15.098 -1.755 0.438 0.234 -0.301
H 4.166 -14.403 -1.001 0.119 0.600 0.086
H 3.902 -15.317 -2.447 -0.782 0.282 -0.226



2.
59
Properties=species:S:1:pos:R:3:forces:R:3 method="wB97M-V/def2-TZVPD" gap_ev=8.5 smiles="N=[PH2][C@@H]1OC(=O)O[C@@H]1S.CCN(CC)CC.CCN(CC)CC" charge=0 molar_mass_da=369.5 fmax_ev_per_a=1.216 spin_multiplicity=1
N 4.512 -0.882 3.174 -0.255 -0.350 -0.165
P 4.110 -2.309 2.677 0.586 1.044 0.214
C 2.520 -2.815 3.487 0.410 -0.311 -0.504
O 2.150 -4.171 3.260 0.665 -0.294 -0.346
C 1.377 -4.161 2.141 0.277 -0.737 -0.471
O 1.411 -4.991 1.285 -0.481 0.385 0.776
O 0.632 -3.042 2.156 -0.235 0.071 -0.134
C 1.271 -2.081 2.997 -0.193 1.039 -0.091
S 1.587 -0.565 2.055 0.851 0.405 -0.056
H 5.403 -0.861 3.637 0.247 0.195 0.198
H 3.883 -2.366 1.291 -0.172 -0.461 0.011
H 5.040 -3.322 2.966 -0.331 -0.409 -0.156
H 2.735 -2.704 4.532 -0.160 0.283 0.534
H 0.709 -1.793 3.870 -0.864 -0.359 0.029
H 0.354 -0.197 1.684 -0.322 -0.499 0.254
C -1.668 -0.938 -1.404 -0.053 0.000 0.010
C -0.973 -1.309 -2.705 -0.149 -0.037 0.065
N 0.450 -1.530 -2.549 0.124 0.056 0.017
C 1.159 -1.630 -3.810 0.070 0.094 -0.182
C 0.839 -2.815 -4.732 0.102 -0.015 -0.019
C 0.824 -2.499 -1.534 -0.094 -0.163 0.276
C 0.301 -3.938 -1.659 0.093 0.021 -0.021
H -1.218 -0.045 -0.964 0.053 -0.006 0.009
H -2.721 -0.729 -1.597 -0.017 0.025 -0.004
H -1.627 -1.743 -0.670 -0.003 -0.004 0.002
H -1.103 -0.482 -3.407 0.057 -0.026 -0.080
H -1.492 -2.176 -3.147 -0.021 0.021 0.022
H 2.231 -1.623 -3.599 0.007 -0.039 0.067
H 0.966 -0.705 -4.364 -0.075 0.013 0.029
H 1.288 -3.741 -4.376 -0.055 -0.028 0.048
H 1.245 -2.624 -5.728 0.004 0.023 0.002
H -0.233 -2.973 -4.843 -0.029 0.014 0.017
H 0.496 -2.124 -0.562 -0.019 0.119 -0.058
H 1.915 -2.513 -1.465 0.025 0.003 -0.126
H -0.745 -3.981 -1.965 -0.005 0.091 -0.032
H 0.376 -4.415 -0.683 0.004 -0.083 -0.060
H 0.885 -4.532 -2.361 -0.055 -0.005 -0.054
C -2.329 5.480 2.587 -0.016 0.026 -0.001
C -1.483 5.080 1.389 -0.135 0.125 0.003
N -1.216 3.657 1.321 0.067 -0.104 -0.011
C -0.213 3.309 0.332 0.215 -0.029 -0.097
C -0.531 3.555 -1.149 0.036 -0.099 -0.026
C -2.383 2.795 1.367 -0.205 -0.073 0.094
C -3.455 2.964 0.279 0.004 -0.109 0.012
H -1.857 5.168 3.519 -0.003 -0.054 0.003
H -2.442 6.564 2.609 0.012 0.022 0.007
H -3.331 5.051 2.546 -0.009 0.005 -0.001
H -0.520 5.591 1.468 0.057 -0.040 -0.075
H -1.964 5.465 0.475 0.004 0.016 0.019
H 0.048 2.255 0.465 -0.066 -0.035 0.019
H 0.697 3.863 0.580 -0.043 0.070 0.056
H -1.219 2.811 -1.549 -0.064 0.022 0.009
H 0.386 3.487 -1.736 0.018 -0.002 0.018
H -0.956 4.544 -1.321 -0.013 0.026 0.023
H -2.861 2.930 2.340 0.020 0.062 0.006
H -2.036 1.758 1.370 0.085 0.004 -0.069
H -3.664 4.014 0.070 0.012 0.025 0.020
H -4.389 2.505 0.607 0.005 0.000 0.019
H -3.172 2.480 -0.654 0.033 0.065 -0.048



HOMO level (computed, eV): -7.6, -8.0
Lowest unoccupied orbital energy (computed, eV): 1.2, 0.5